# 1
ORCA calculation (wB97M-V/def2-TZVPD) on one molecule with the formula C3H2ClNS in a non-equilibrium geometry.

LUMO in eV: -2.05
HOMO level in hartree: -0.370
Energy relative to the best compared isomer or geometry (same formula, charge and spin) in kcal/mol: 28.87
Total charge: 0
Gap between HOMO and LUMO in eV: 8.0
Structure (SMILES): N#CC(=S)CCl

Cartesian coordinates (Å):
N (-2.35, -0.35, 0.81)
C (-1.37, 0.18, 0.61)
C (-0.04, 0.59, 0.35)
S (0.62, 2.11, 0.46)
C (0.88, -0.60, 0.02)
Cl (0.40, -1.81, -1.14)
H (1.86, -0.20, -0.23)
H (1.12, -1.21, 0.82)

# 2
ORCA calculation (wB97M-V/def2-TZVPD) on one molecule with the formula C6H9N in a non-equilibrium geometry.

LUMO in eV: 0.85
HOMO level in hartree: -0.406
Energy relative to the best compared isomer or geometry (same formula, charge and spin) in kcal/mol: 22.13
Total charge: 0
Gap between HOMO and LUMO in eV: 11.9
Structure (SMILES): CC1(C#N)CCC1

Cartesian coordinates (Å):
C (-0.63, -1.45, 0.91)
C (-0.26, -0.05, 0.42)
C (-0.74, 0.96, 1.37)
N (-1.12, 1.77, 2.11)
C (1.23, 0.20, 0.04)
C (0.77, 0.89, -1.26)
C (-0.65, 0.31, -1.04)
H (-1.71, -1.57, 1.00)
H (-0.18, -1.65, 1.89)
H (-0.25, -2.19, 0.20)
H (1.75, -0.74, -0.13)
H (1.82, 0.80, 0.75)
H (0.79, 1.98, -1.19)
H (1.28, 0.59, -2.18)
H (-1.49, 0.98, -1.17)
H (-0.82, -0.60, -1.62)